The following is a DFT calculation (ωB97M-V/def2-TZVPD) of a structure of composition C42H88BrIN4O28P2.

Lowest unoccupied orbital energy   0.167 eV
Energy above the lowest of the compared OMol25 structures with the same formula, charge and spin   0.0 kcal/mol

CARTESIAN COORDINATES (ANGSTROEM)
C  -4.05682  -5.42858  -4.45323
C  -4.20513  -4.18830  -4.01142
C  -3.68025  -3.62674  -2.70778
C  -2.20453  -4.04632  -2.55706
C  -1.16899  -3.46800  -3.57450
N  -0.43579  -2.37897  -2.96450
N  -0.20335  -4.52687  -3.96501
N  -1.80433  -2.95108  -4.76789
O  -3.87664  -2.21171  -2.82151
C  -3.78328  -1.25343  -1.76643
C  -2.44586  -0.94559  -1.12329
C  -2.63809  0.17489  -0.08478
C  -1.66205  0.10282  1.08758
C  -0.18780  0.26405  0.67566
C  0.54067  1.38581  1.41879
C  1.79980  1.88647  0.71673
C  2.90156  0.83337  0.57203
C  3.67652  0.55611  1.87483
C  5.12103  1.09528  1.90800
C  6.14449  0.09234  2.45035
C  6.22498  0.09773  3.97738
C  7.04994  -1.04132  4.57520
O  8.32531  -0.57010  4.98293
C  8.75947  -1.06167  6.22741
C  -4.54404  -4.24748  -1.57238
O  -3.97472  -5.45854  -1.16425
O  -5.86212  -4.61249  -2.03021
C  -7.07287  -4.08266  -1.58954
I  -7.14400  -4.13337  0.58869
P  -7.31538  -2.21633  -1.90810
O  -8.86491  -2.07881  -1.37781
Br  -7.74796  -2.17135  -4.09223
P  -8.26589  -5.34246  -2.26612
N  -8.21845  -5.43069  -3.80036
O  -9.65347  -4.94320  -1.59550
O  -7.95667  -6.64202  -1.38607
H  -3.46038  -6.18720  -3.95986
H  -4.59398  -5.72583  -5.34554
H  -4.74048  -3.46048  -4.61079
H  -2.18585  -5.13009  -2.66487
H  -1.85138  -3.85957  -1.54047
H  0.41999  -2.24132  -3.49124
H  -0.18398  -2.58957  -2.00804
H  0.16594  -4.99305  -3.14185
H  -0.67186  -5.23847  -4.51694
H  -1.94202  -3.65945  -5.47457
H  -1.26620  -2.18408  -5.14467
H  -4.13712  -0.33814  -2.25262
H  -4.50909  -1.45177  -0.98033
H  -2.03966  -1.82998  -0.63422
H  -1.74326  -0.62655  -1.89138
H  -2.49621  1.13710  -0.58862
H  -3.66095  0.14717  0.30880
H  -1.80482  -0.84554  1.60770
H  -1.92222  0.88880  1.80590
H  0.33747  -0.68423  0.82411
H  -0.13220  0.48484  -0.39932
H  0.79255  1.05357  2.43339
H  -0.15366  2.22822  1.51676
H  1.51202  2.26139  -0.27307
H  2.20988  2.74414  1.26341
H  3.60347  1.16404  -0.19972
H  2.45606  -0.09576  0.20426
H  3.10871  0.99817  2.69991
H  3.70065  -0.52251  2.05715
H  5.14853  1.97673  2.55571
H  5.42221  1.39081  0.90007
H  7.13803  0.32805  2.05508
H  5.89657  -0.91526  2.09782
H  6.70393  1.02843  4.29689
H  5.21328  0.08450  4.39510
H  7.19708  -1.83339  3.82855
H  6.53423  -1.49798  5.42827
H  8.03769  -0.83172  7.02127
H  8.91900  -2.14711  6.20312
H  9.70590  -0.57530  6.45935
H  -4.62999  -3.57434  -0.71538
H  -4.57214  -5.84547  -0.51194
H  -9.46599  -1.82106  -2.08661
H  -8.02713  -6.34532  -4.18703
H  -10.16913  -4.38081  -2.18613
H  -7.24956  -7.15523  -1.80020
C  4.49003  7.36762  0.87460
O  5.11572  6.09337  1.05974
C  6.08213  6.07515  1.97957
O  6.45109  7.01100  2.63500
O  6.55757  4.83333  2.03975
C  7.59762  4.63895  3.00188
H  3.73796  7.21668  0.10546
H  4.01798  7.69918  1.79751
H  5.21343  8.11189  0.54705
H  7.24002  4.87730  4.00192
H  8.46759  5.25042  2.77206
H  7.85419  3.58542  2.94132
C  7.78052  5.81481  -5.65751
O  6.52904  5.52327  -5.02667
C  6.62351  5.25542  -3.72396
O  7.64165  5.24672  -3.08333
O  5.40452  5.00141  -3.25846
C  5.36052  4.69636  -1.85661
H  7.53899  6.00783  -6.69784
H  8.24275  6.68943  -5.20432
H  8.45739  4.96700  -5.57405
H  5.73952  5.52651  -1.26886
H  5.94605  3.80459  -1.64197
H  4.31337  4.52157  -1.62934
C  0.63302  8.07537  -2.27798
O  -0.51448  8.67134  -1.66204
C  -0.32731  9.06784  -0.40626
O  0.70562  8.97410  0.20885
O  -1.45927  9.59125  0.04310
C  -1.39811  10.11674  1.37314
H  0.31538  7.81465  -3.28198
H  1.45892  8.78299  -2.31063
H  0.93847  7.18401  -1.73321
H  -0.64967  10.90409  1.43821
H  -1.16340  9.32957  2.08732
H  -2.38757  10.51707  1.56712
C  -2.22818  -4.73913  1.53474
O  -1.11863  -4.46111  2.40071
C  -0.96867  -5.28450  3.42952
O  -1.65860  -6.23203  3.69579
O  0.07798  -4.85949  4.14322
C  0.34828  -5.64295  5.31098
H  -2.19337  -3.97159  0.77488
H  -2.11374  -5.71855  1.07471
H  -3.16976  -4.68450  2.08025
H  0.56939  -6.67269  5.03814
H  -0.50357  -5.62753  5.98871
H  1.21244  -5.17787  5.77478
C  -2.25758  -2.73376  5.23028
O  -3.44989  -1.99591  5.53148
C  -4.48256  -2.28285  4.74555
O  -4.46151  -3.02341  3.79770
O  -5.55956  -1.65155  5.21235
C  -6.76772  -1.94184  4.49843
H  -1.51756  -2.40833  5.95464
H  -2.44479  -3.80255  5.33368
H  -1.91145  -2.52094  4.22049
H  -6.97826  -3.00917  4.53726
H  -6.69432  -1.62339  3.45997
H  -7.54969  -1.38794  5.00779
C  1.11533  7.63580  3.07201
O  1.87900  7.92692  4.24842
C  1.75530  7.02991  5.22183
O  1.07776  6.03586  5.18508
O  2.51006  7.41708  6.24881
C  2.47406  6.53157  7.37223
H  1.31621  8.42917  2.36230
H  1.41964  6.68047  2.64612
H  0.05270  7.59665  3.30996
H  2.83460  5.54382  7.09193
H  1.46120  6.44745  7.76107
H  3.12987  6.98012  8.11149
C  -2.42212  -9.08162  -9.24400
O  -3.52278  -8.24189  -9.60815
C  -3.50134  -7.03605  -9.04256
O  -2.65968  -6.63159  -8.28354
O  -4.56695  -6.35823  -9.45773
C  -4.66996  -5.03693  -8.91676
H  -2.58274  -10.01215  -9.77877
H  -1.47955  -8.62751  -9.54280
H  -2.41328  -9.25549  -8.16985
H  -3.80774  -4.43747  -9.20198
H  -4.74197  -5.07138  -7.83143
H  -5.57533  -4.61537  -9.34115

***

The following is a DFT calculation (ωB97M-V/def2-TZVPD) of a cluster of 2 separate species, C4H13N3O2 in total.

Lowest unoccupied orbital energy   0.698 eV
SMILES   CNC(=O)CNCN.O
Energy above the lowest of the compared OMol25 structures with the same formula, charge and spin   30.1 kcal/mol

CARTESIAN COORDINATES (ANGSTROEM)
O  1.04993  -0.78909  -1.61267
C  0.18749  0.04198  -1.36854
N  0.60814  1.35945  -1.35109
C  -0.22519  2.54664  -1.16122
C  -1.13276  -0.23377  -0.70669
N  -1.07925  -1.36374  0.21242
C  -1.04382  -0.88922  1.57003
N  0.18749  -0.25109  2.09410
H  1.53097  1.54893  -1.61163
H  -1.26356  2.26318  -1.29631
H  0.04226  3.29488  -1.90258
H  -0.08005  2.89974  -0.13884
H  -1.85270  -0.40844  -1.53330
H  -1.66365  0.63096  -0.31409
H  -0.23347  -1.85897  -0.03644
H  -1.80072  -0.17129  1.89383
H  -1.20283  -1.73096  2.25015
H  0.44073  0.60739  1.64875
H  0.87518  -0.96882  2.22951
H  2.31527  -1.50149  -0.07209
H  2.41216  -2.70364  0.97250
O  1.92838  -2.32263  0.23420

***

The following is a DFT calculation (ωB97M-V/def2-TZVPD) of a cluster of 3 separate species, C2H9O in total.

Charge   +1
Lowest unoccupied orbital energy   -7.907 eV
Energy above the lowest of the compared OMol25 structures with the same formula, charge and spin   36.8 kcal/mol

CARTESIAN COORDINATES (ANGSTROEM)
O  0.00839  -0.54511  -3.23415
H  -0.84157  -1.01439  -3.28307
H  0.66059  -1.17671  -0.00545
H  0.38637  -0.60746  -4.11744
C  -0.62486  0.24191  1.17739
C  0.30728  1.05603  1.87785
H  -1.16925  0.49427  0.26840
H  -0.92200  -0.72957  1.57007
H  0.43980  -1.48899  -0.63919
H  0.00851  1.08289  2.94224
H  1.31462  0.60747  1.91238
H  0.43212  2.07964  1.53096

***

The following is a DFT calculation (ωB97M-V/def2-TZVPD) of a structure of composition C27H23N4O8SeZr.

Charge   -1
Lowest unoccupied orbital energy   2.756 eV
Energy above the lowest of the compared OMol25 structures with the same formula, charge and spin   52.8 kcal/mol

CARTESIAN COORDINATES (ANGSTROEM)
Zr  -0.26845  -0.12593  -2.32700
C  -1.16020  -3.97046  -3.17542
C  -0.18211  -2.85836  -2.87250
O  -0.34684  -1.76155  -3.53677
C  0.84476  -3.05510  -1.95984
C  1.84447  -2.07247  -1.70316
C  3.03595  -2.37872  -0.84095
N  1.67751  -0.92164  -2.29414
N  2.55633  0.13867  -2.19150
C  2.00702  1.20153  -2.73588
O  0.84773  1.17534  -3.32907
C  2.69711  2.49852  -2.61716
C  1.96993  3.64845  -2.92626
C  2.54479  4.89751  -2.78306
C  3.85138  5.01243  -2.32983
C  4.57673  3.86991  -2.02049
C  4.00850  2.61666  -2.16210
H  -1.11603  -4.21620  -4.23633
H  -2.15941  -3.58350  -2.96450
H  -0.96871  -4.85904  -2.58011
H  0.90887  -4.00167  -1.44061
H  3.09323  -3.43957  -0.61822
H  2.93118  -1.81164  0.08367
H  3.94248  -2.04879  -1.34237
H  0.94751  3.52510  -3.25948
H  1.97367  5.78546  -3.02013
H  4.30249  5.99100  -2.20921
H  5.59523  3.95989  -1.66528
H  4.55109  1.71661  -1.92019
O  -1.02478  1.85533  -1.41544
C  -0.75709  1.26888  -0.35757
N  -1.54180  1.24324  0.75636
C  -1.01402  0.21163  1.64124
C  0.22244  -0.26773  0.83801
O  0.95964  -1.17623  1.16869
N  0.37708  0.52753  -0.24217
C  -0.52324  0.76757  2.96396
C  0.21814  -0.05609  3.80534
C  0.66833  0.41919  5.02313
C  0.37437  1.71215  5.42423
C  -0.36175  2.53358  4.58797
C  -0.80947  2.06568  3.36344
C  -2.05690  -0.84578  1.93374
C  -1.82411  -2.20475  1.79694
C  -2.83236  -3.10801  2.09340
C  -4.06993  -2.66966  2.53027
C  -4.29940  -1.31290  2.67475
C  -3.29674  -0.40852  2.38583
H  -2.54084  1.25568  0.55102
H  0.46246  -1.05770  3.48713
H  1.24615  -0.22779  5.66722
H  0.71451  2.07565  6.38470
H  -0.59620  3.54396  4.89326
H  -1.37665  2.70774  2.70636
H  -0.86413  -2.55338  1.44844
H  -2.65005  -4.16678  1.97789
H  -4.85343  -3.38044  2.75555
H  -5.26176  -0.95583  3.01097
H  -3.47906  0.64843  2.51123
O  -3.67338  0.23157  -0.91034
Se  -2.81447  -0.68200  -1.88091
O  -1.44569  -1.17346  -1.06844
O  -2.14158  0.16806  -3.11984
O  -3.64049  -1.92126  -2.40847